P | Computed, not measured: a structure of composition C12H16N2, with wB97M-V/def2-TZVPD.

Each line ends with the Löwdin charge.
Cartesian coordinates (Å):
C: -0.030 -1.094 3.877  -0.09
C: -0.019 0.280 3.522  -0.09
C: -0.120 -2.040 2.866  -0.10
C: 0.237 0.656 2.209  -0.04
C: -0.126 -1.671 1.531  -0.03
C: 0.059 -0.276 1.179  -0.21
C: -0.081 0.078 -0.196  -0.04
C: -1.127 0.377 -0.958  -0.19
C: -0.596 0.613 -2.414  -0.14
C: -2.562 0.358 -0.597  -0.03
C: 1.777 -1.233 -1.405  -0.13
C: 1.222 2.184 -2.303  -0.08
N: 1.442 0.167 -1.265  -0.06
N: 0.801 0.792 -2.348  -0.24
H: -0.189 -1.206 4.887  0.07
H: -0.205 1.049 4.374  0.13
H: -0.026 -3.086 3.094  0.10
H: 0.529 1.693 1.885  0.13
H: -0.201 -2.502 0.810  0.12
H: -0.866 -0.239 -2.987  0.11
H: -1.033 1.402 -2.917  0.10
H: -3.130 0.471 -1.478  0.06
H: -2.853 1.127 0.143  0.10
H: -2.753 -0.616 -0.287  0.06
H: 2.135 -1.728 -0.404  0.12
H: 1.079 -1.775 -2.026  0.07
H: 2.622 -1.420 -1.996  0.04
H: 0.497 2.813 -1.761  0.09
H: 2.159 2.244 -1.755  0.08
H: 1.357 2.582 -3.282  0.06

Summary:
Total charge: 0

Q | Computed, not measured: a cluster of 2 separate species, C12H16N2 in total, with wB97M-V/def2-TZVPD.

Each line ends with the Löwdin charge.
Cartesian coordinates (Å):
C: -0.466 2.975 -1.825  -0.09
C: -0.137 2.235 -0.515  -0.19
C: -1.124 2.400 0.595  -0.31
C: -2.474 2.562 0.547  -0.08
N: -2.913 2.557 1.840  0.04
C: -1.815 2.322 2.618  -0.21
N: -0.732 2.251 1.906  0.10
H: 0.156 3.868 -1.955  0.07
H: -1.495 3.331 -1.852  0.05
H: -0.353 2.336 -2.704  0.07
H: -0.219 1.184 -0.734  0.06
H: 0.861 2.513 -0.216  0.11
H: -3.048 2.756 -0.345  0.11
H: -3.848 2.369 2.170  0.15
H: -1.937 2.279 3.688  0.11
C: 1.919 -2.551 1.930  -0.05
C: 1.544 -2.498 0.472  -0.28
C: 1.072 -1.341 -0.137  -0.05
C: 0.623 -1.309 -1.454  -0.08
C: 0.665 -2.476 -2.202  -0.10
C: 1.103 -3.661 -1.616  -0.09
C: 1.577 -3.654 -0.308  -0.06
H: 1.146 -2.280 2.644  0.08
H: 2.868 -2.062 2.096  0.08
H: 2.119 -3.597 2.176  0.07
H: 1.013 -0.432 0.453  0.10
H: 0.369 -0.366 -1.920  0.08
H: 0.319 -2.569 -3.222  0.10
H: 1.190 -4.569 -2.204  0.10
H: 2.018 -4.571 0.076  0.11

Summary:
Structure (SMILES): CCc1c[nH]cn1.Cc1ccccc1
Total charge: 0

Ordering by calculated energy gives the sequence Q, P, with the first entry being the most stable.

P | Computed, not measured: a cluster of 2 separate species, C5H11NO2 in total, with wB97M-V/def2-TZVPD.

Each line ends with the Löwdin spin population.
Cartesian coordinates (Å):
O: 2.491 -0.450 0.292  0.00
C: 1.960 0.932 0.210  0.11
O: 2.654 1.600 -0.672  0.73
C: 0.434 0.873 -0.323  0.09
C: -0.500 0.086 0.493  0.08
C: -0.667 -1.330 0.080  0.27
C: 0.075 -2.182 -0.722  0.47
N: -2.946 0.903 0.250  -0.86
H: 1.960 1.323 1.294  0.05
H: 0.120 1.851 -0.170  0.00
H: 0.605 0.744 -1.336  0.00
H: -1.590 0.518 0.331  0.01
H: -0.220 -0.055 1.547  0.03
H: 3.369 -0.493 -0.033  0.00
H: -1.688 -1.717 0.376  0.03
H: 1.138 -2.104 -0.622  0.03
H: -0.423 -2.865 -1.489  0.02
H: -3.720 0.685 0.848  -0.03
H: -3.050 1.681 -0.351  -0.04

Summary:
2S+1: 2
Total charge: +1

Q | Computed, not measured: the ion C5H11NO2 with charge +1, with wB97M-V/def2-TZVPD.

Each line ends with the Löwdin spin population.
Cartesian coordinates (Å):
C: -0.402 2.204 -0.878  0.03
O: -0.383 2.324 -2.276  0.08
C: 0.489 1.026 -0.472  0.15
C: 0.025 -0.352 -0.845  0.02
C: -0.597 -1.082 0.326  0.05
C: 0.485 -1.268 1.395  0.06
N: 0.535 -2.374 2.096  0.02
O: 1.271 -0.322 1.601  0.53
H: 0.063 3.116 -0.520  0.00
H: -1.415 2.157 -0.462  0.00
H: -0.949 1.665 -2.712  0.00
H: 1.524 1.257 -0.753  0.00
H: 0.651 1.048 0.653  0.05
H: 0.815 -0.983 -1.275  0.00
H: -0.735 -0.281 -1.633  0.01
H: -1.374 -0.541 0.864  0.00
H: -1.028 -2.046 0.092  0.00
H: -0.151 -3.098 1.926  0.00
H: 1.175 -2.452 2.874  0.00

Summary:
2S+1: 2
Total charge: +1

Ordering by calculated energy gives the sequence Q, P, with the first entry being the most stable.

P | Computed, not measured: a cluster of 2 separate species, CO4S2 in total, with wB97M-V/def2-TZVPD.

Each line ends with the Löwdin charge.
Cartesian coordinates (Å):
O: -2.692 0.344 -0.681  -0.32
S: -1.336 -0.099 -0.698  0.34
O: -0.394 0.751 -0.019  -0.36
S: -0.736 -1.731 -1.397  0.44
O: 1.088 -0.635 1.332  0.15
C: 1.670 0.285 0.914  -0.48
O: 2.400 1.084 0.548  0.23

Summary:
Structure (SMILES): O=S(=O)=S.O=C=O
Total charge: 0

Q | Computed, not measured: a cluster of 2 separate species, CO4S2 in total, with wB97M-V/def2-TZVPD.

Each line ends with the Löwdin charge.
Cartesian coordinates (Å):
O: -1.835 0.815 -1.010  -0.32
S: -0.515 0.351 -1.269  0.29
O: 0.596 1.220 -1.047  -0.34
S: -0.234 -1.350 -2.089  0.38
O: 1.460 -0.237 2.614  0.26
C: 0.667 -0.340 1.806  -0.39
O: -0.139 -0.460 0.994  0.11

Summary:
Structure (SMILES): O=S(=O)=S.O=C=O
Total charge: 0

Ordering by calculated energy gives the sequence Q, P, with the first entry being the most stable.

P | Computed, not measured: the ion C3H6NO4P with charge -2, with wB97M-V/def2-TZVPD.

Each line ends with the Löwdin charge.
Cartesian coordinates (Å):
O: -2.307 0.131 -1.417  -0.43
P: -1.808 0.174 0.006  0.28
O: -2.790 0.393 1.084  -0.42
C: -0.230 1.362 0.300  -0.23
N: 0.978 0.872 -0.380  -0.36
O: 2.102 1.696 -0.103  -0.48
C: 1.327 -0.501 0.114  -0.27
C: 0.198 -1.454 -0.286  -0.30
O: -1.092 -1.293 0.361  -0.29
H: -0.116 1.556 1.309  0.02
H: -0.597 2.323 -0.314  0.10
H: 1.435 -0.876 1.199  0.11
H: 2.179 -0.729 -0.411  0.06
H: 0.192 -1.102 -1.320  0.09
H: 0.532 -2.552 -0.142  0.11

Summary:
Structure (SMILES): O=[P@]1([O-])CN([O-])CCO1
Total charge: -2

Q | Computed, not measured: the ion C3H6NO4P with charge -2, with wB97M-V/def2-TZVPD.

Each line ends with the Löwdin charge.
Cartesian coordinates (Å):
O: 1.995 0.325 1.651  -0.46
P: 2.286 -0.016 0.181  0.06
O: 2.945 -1.369 -0.023  -0.49
O: 2.878 1.134 -0.621  -0.49
C: 0.514 -0.201 -0.541  -0.28
C: -0.249 1.177 -0.035  -0.22
N: -0.682 0.784 1.285  -0.09
O: -1.190 -0.552 1.090  -0.22
C: -0.294 -1.237 0.206  -0.27
H: 0.464 -0.305 -1.627  0.08
H: 0.490 1.969 0.012  0.08
H: -1.103 1.435 -0.678  0.08
H: 0.250 0.638 1.753  0.05
H: -0.922 -1.866 -0.449  0.09
H: 0.380 -1.877 0.788  0.09

Summary:
Structure (SMILES): O=P([O-])([O-])[C@@H]1CNOC1
Total charge: -2

Ordering by calculated energy gives the sequence Q, P, with the first entry being the most stable.

P | Computed, not measured: the molecule C2H5P, with wB97M-V/def2-TZVPD.

Each line ends with the Löwdin charge.
Cartesian coordinates (Å):
C: -1.392 -0.276 0.124  -0.36
P: -0.019 0.605 -0.041  0.76
C: 1.435 -0.281 0.038  -0.33
H: -2.306 0.311 0.172  -0.02
H: -1.258 -1.100 -0.606  0.00
H: -0.310 1.918 0.324  -0.02
H: 2.310 0.306 -0.217  -0.04
H: 1.310 -1.191 -0.613  0.01

Summary:
Structure (SMILES): C=[PH]=C
Total charge: 0

Q | Computed, not measured: a cluster of 2 separate species, C2H5P in total, with wB97M-V/def2-TZVPD.

Each line ends with the Löwdin charge.
Cartesian coordinates (Å):
C: 0.133 0.632 0.450  -0.50
C: 0.283 -0.518 -0.422  -0.56
P: -1.275 0.428 -0.753  0.82
H: 0.078 0.609 1.460  -0.02
H: 1.272 1.668 0.174  0.20
H: 1.125 -0.605 -1.045  0.04
H: 0.070 -1.531 -0.044  0.06
H: -1.686 -0.682 0.181  -0.04

Summary:
Total charge: 0

Ordering by calculated energy gives the sequence Q, P, with the first entry being the most stable.

P | Computed, not measured: a cluster of 2 separate species, C2N4O2S in total, with wB97M-V/def2-TZVPD.

Each line ends with the Löwdin charge.
Cartesian coordinates (Å):
C: -2.179 -0.633 0.127  -1.14
C: 2.180 -0.079 0.021  -0.76
N: -1.309 -1.359 0.240  0.00
N: -1.036 1.387 -0.132  0.11
N: -0.036 0.876 -0.014  -0.24
N: 0.692 -0.101 0.053  0.08
O: 2.655 -1.183 -0.221  -0.07
O: 2.696 1.093 0.065  -0.16
S: -3.663 -0.001 -0.141  0.18

Summary:
Total charge: -2

Q | Computed, not measured: the ion C2N4O2S with charge -2, with wB97M-V/def2-TZVPD.

Each line ends with the Löwdin charge.
Cartesian coordinates (Å):
O: 2.275 1.171 0.793  -0.06
C: 1.852 0.128 0.298  -0.76
O: 2.372 -0.974 0.143  -0.05
N: 0.433 0.175 -0.219  -0.12
N: -0.157 -0.048 -1.427  -0.01
N: -1.445 -0.151 -1.200  -0.09
C: -1.613 -0.066 0.123  -1.05
S: -3.261 -0.270 0.702  0.06
N: -0.455 0.035 0.785  0.07

Summary:
Structure (SMILES): O=C([O-])n1nnc([S-])n1
Total charge: -2

Ordering by calculated energy gives the sequence Q, P, with the first entry being the most stable.